Computed, not measured: C2H5N3O3 in the gas phase in a non-equilibrium geometry, with ωB97M-V with the def2-TZVPD basis set.

The energy relative to the best compared isomer or geometry (same formula, charge and spin) is 507.1 kJ/mol. As for the SMILES: NN/C(O)=C/[N+](=O)[O-]. As for the lowest unoccupied orbital energy: 0.142 eV. For the molar mass, the calculation gives 119.080 g/mol. The value obtained for the energy is -12762.345 eV.

Geometry as XYZ:
```
13
Properties=species:S:1:pos:R:3:nbo_charge:R:1
N -1.06 1.54 1.52 -0.693
N 0.06 0.79 0.99 -0.448
C -0.10 -0.06 -0.06 0.578
O -1.28 -0.26 -0.63 -0.623
C 1.11 -0.78 -0.58 -0.344
N 0.95 -1.67 -1.68 0.502
O -0.15 -1.91 -2.16 -0.410
O 2.01 -2.20 -2.00 -0.437
H -0.70 2.42 1.80 0.368
H -1.69 1.14 2.16 0.374
H 0.86 1.37 1.05 0.397
H -2.10 0.00 -0.20 0.512
H 2.08 -0.38 -0.22 0.222
```

Computed, not measured: C2H5N3O3 in the gas phase in a non-equilibrium geometry, with ωB97M-V with the def2-TZVPD basis set.

The energy relative to the best compared isomer or geometry (same formula, charge and spin) is 549.6 kJ/mol. As for the SMILES: N/N=C(\NO)C(=O)O. As for the lowest unoccupied orbital energy: 0.047 eV. For the molar mass, the calculation gives 119.080 g/mol. The value obtained for the energy is -12761.905 eV.

Geometry as XYZ:
```
13
Properties=species:S:1:pos:R:3:nbo_charge:R:1
N 1.67 -1.35 1.20 -0.606
N 0.96 -0.30 1.09 -0.196
C 0.30 0.00 -0.03 0.129
N 0.37 -0.93 -0.98 -0.316
O -0.75 -0.87 -1.87 -0.601
C -0.52 1.11 0.14 0.716
O 0.07 2.10 0.71 -0.476
O -2.10 0.86 0.18 -0.709
H 2.35 -1.44 0.52 0.342
H 2.21 -1.41 2.08 0.370
H 0.47 -1.89 -0.69 0.370
H -0.41 -1.06 -2.93 0.491
H -2.09 0.43 -0.83 0.486
```